A 3-piece molecular cluster, C4H16N2O2 overall, computed with ωB97M-V/def2-TZVPD.

Properties
HOMO-LUMO gap	9.607	eV
LUMO level	0.79	eV
SMILES	CNCCCN.O.O

Positions of all 24 atoms, in Å:
C1 -2.30 1.26 0.90
N1 -1.06 0.57 0.39
C2 -1.09 -1.03 0.47
C3 -0.60 -1.71 -0.76
C4 0.87 -1.37 -1.00
N2 1.71 -1.60 0.19
H1 -2.52 0.94 1.93
H2 -2.20 2.32 0.88
H3 -3.24 0.91 0.28
H4 -0.30 0.71 1.00
H5 -2.19 -1.33 0.79
H6 -0.50 -1.47 1.24
H7 -1.12 -1.43 -1.78
H8 -0.76 -2.85 -0.60
H9 0.91 -0.27 -1.29
H10 1.39 -1.79 -1.81
H11 1.49 -1.08 1.03
H12 1.84 -2.54 0.32
H13 -0.10 1.97 -1.78
H14 0.65 2.78 -2.83
O1 0.78 2.19 -2.13
H15 1.90 1.29 1.09
H16 1.77 0.21 2.18
O2 1.35 1.05 1.84

Atom charges from the natural (NBO) analysis, given in e for atoms 1 to 4:
1 C -0.411
2 N -0.677
3 C -0.240
4 C -0.425

***

A 3-piece molecular cluster, C4H16N2O2 overall, computed with ωB97M-V/def2-TZVPD.

Properties
HOMO-LUMO gap	9.145	eV
LUMO level	0.42	eV
SMILES	CC(C)NCN.O.O

Positions of all 24 atoms, in Å:
C1 -0.80 0.34 1.54
C2 -0.76 0.36 0.03
C3 -1.67 -0.69 -0.61
N1 -1.15 1.69 -0.51
C4 -0.05 2.64 -0.68
N2 0.70 2.44 -1.90
H1 -0.75 -0.61 2.08
H2 -1.74 0.80 1.83
H3 -0.07 1.01 2.02
H4 0.24 0.14 -0.34
H5 -1.19 -1.68 -0.63
H6 -1.85 -0.48 -1.67
H7 -2.64 -0.83 -0.15
H8 -1.90 2.02 0.07
H9 0.67 2.52 0.14
H10 -0.42 3.65 -0.65
H11 1.11 1.53 -1.89
H12 0.13 2.56 -2.72
H13 -0.28 -3.82 2.62
H14 0.67 -3.65 1.44
O1 -0.06 -4.18 1.75
H15 3.68 -2.57 -0.18
H16 4.49 -1.47 -0.99
O2 3.64 -1.72 -0.61

Atom charges from the natural (NBO) analysis, given in e for atoms 1 to 4:
1 C -0.626
2 C -0.064
3 C -0.612
4 N -0.648

***

A 3-piece molecular cluster, C4H16N2O2 overall, computed with ωB97M-V/def2-TZVPD.

Properties
HOMO-LUMO gap	8.481	eV
LUMO level	0.47	eV
SMILES	CC[C@H](N)CN.O.O

Positions of all 24 atoms, in Å:
N1 1.19 1.13 0.07
C1 -1.30 -0.65 -0.11
C2 -1.03 0.57 -0.90
C3 0.50 1.02 -1.15
C4 0.30 2.57 -1.66
N2 1.28 2.67 -2.66
H1 1.39 0.29 0.56
H2 1.04 1.97 0.63
H3 -0.76 -0.80 0.87
H4 -2.32 -0.51 0.29
H5 -1.20 -1.57 -0.69
H6 -1.39 1.55 -0.37
H7 -1.55 0.62 -1.77
H8 1.16 0.39 -1.80
H9 -0.74 2.81 -2.15
H10 0.50 3.29 -0.83
H11 1.28 2.20 -3.48
H12 2.18 2.34 -2.27
H13 -2.10 -0.14 3.29
H14 -2.40 -1.35 2.49
O1 -2.65 -0.48 2.62
H15 1.90 -6.19 3.66
H16 2.41 -5.45 2.45
O2 2.30 -6.28 2.88

Atom charges from the natural (NBO) analysis, given in e for atoms 1 to 4:
1 N -0.883
2 C -0.634
3 C -0.402
4 C -0.042

***

A 3-piece molecular cluster, C4H16N2O2 overall, computed with ωB97M-V/def2-TZVPD.

Properties
HOMO-LUMO gap	9.100	eV
LUMO level	0.67	eV
SMILES	CNC[C@@H](C)N.O.O

Positions of all 24 atoms, in Å:
N1 1.12 -1.42 -0.76
C1 0.40 -1.85 0.44
C2 0.37 -3.39 0.52
C3 -1.00 -1.29 0.44
N2 -1.14 0.13 0.64
C4 -0.58 0.61 1.90
H1 1.27 -2.21 -1.37
H2 1.99 -0.97 -0.56
H3 0.95 -1.47 1.29
H4 1.27 -3.73 1.00
H5 0.29 -3.82 -0.48
H6 -0.49 -3.85 1.02
H7 -1.57 -1.73 1.25
H8 -1.60 -1.54 -0.44
H9 -0.77 0.68 -0.13
H10 -0.86 -0.12 2.67
H11 0.44 0.95 1.90
H12 -1.16 1.46 2.25
H13 -1.26 2.33 -6.22
H14 -2.62 1.65 -5.88
O1 -2.13 2.48 -5.82
H15 1.65 6.03 2.08
H16 2.88 5.15 1.91
O2 2.57 5.94 2.35

Atom charges from the natural (NBO) analysis, given in e for atoms 1 to 4:
1 N -0.851
2 C -0.079
3 C -0.621
4 C -0.218

***

A 4-piece molecular cluster, C4H16N2O5 overall, computed with ωB97M-V/def2-TZVPD.

Properties
HOMO-LUMO gap	9.812	eV
LUMO level	0.57	eV
SMILES	C[C@@H](NCO)C(N)=O.O.O.O

Positions of all 27 atoms, in Å:
O1 -0.69 0.40 1.51
C1 -0.12 1.16 0.69
N1 -1.01 1.85 -0.04
C2 1.51 1.02 0.59
C3 2.16 1.50 1.86
N2 1.75 -0.32 0.19
C4 1.00 -0.88 -0.94
O2 1.60 -2.18 -1.21
H1 -0.90 2.44 -0.88
H2 -1.98 1.74 0.07
H3 1.94 1.69 -0.14
H4 2.39 2.58 1.82
H5 1.68 1.27 2.77
H6 3.15 1.11 2.02
H7 1.43 -0.88 1.01
H8 -0.01 -1.17 -0.46
H9 0.88 -0.24 -1.79
H10 2.59 -2.27 -1.29
H11 -1.19 0.25 -2.85
H12 -1.95 1.34 -3.50
O3 -1.29 1.19 -2.79
H13 -2.65 -2.22 -0.86
H14 -2.98 -1.23 0.10
O4 -2.97 -1.35 -0.91
H15 -1.77 -1.96 2.33
H16 -0.86 -2.27 1.14
O5 -1.73 -2.58 1.55

Atom charges from the natural (NBO) analysis, given in e for atoms 1 to 4:
1 O -0.717
2 C 0.645
3 N -0.789
4 C -0.104

***

C4H16N3O as an isolated structure, computed with ωB97M-V/def2-TZVPD.

Properties
HOMO-LUMO gap	2.517	eV
LUMO level	-9.18	eV
total charge	+1

Positions of all 24 atoms, in Å:
N1 -2.47 1.77 -5.73
C1 1.70 1.28 1.61
C2 2.10 0.09 0.72
N2 1.75 -1.22 1.35
C3 0.43 -1.74 1.04
C4 -0.77 -1.21 1.84
N3 -1.27 0.02 1.42
H1 -2.45 2.39 -4.96
H2 1.02 1.88 1.01
H3 -1.86 2.11 -6.45
H4 1.08 0.94 2.43
H5 2.54 1.93 1.83
H6 3.19 0.07 0.69
H7 1.75 0.13 -0.30
H8 2.46 -1.85 0.95
H9 0.19 -1.68 -0.04
H10 0.54 -2.81 1.19
H11 -0.43 -1.08 2.89
H12 -1.57 -1.96 1.85
H13 -2.28 0.10 1.58
H14 -1.14 0.32 0.26
H15 -1.26 0.72 -1.54
H16 -3.33 1.41 -6.10
O1 -0.70 0.41 -0.80

Atom charges from the natural (NBO) analysis, given in e for atoms 1 to 4:
1 N -1.106
2 C -0.625
3 C -0.249
4 N -0.464

***

A 2-piece molecular cluster, C4H16N3O overall, computed with ωB97M-V/def2-TZVPD.

Properties
HOMO-LUMO gap	10.294	eV
LUMO level	-2.70	eV
total charge	+1

Positions of all 24 atoms, in Å:
N1 -1.16 0.72 0.00
C1 -0.05 1.18 -0.90
C2 1.38 0.79 -0.43
N2 1.16 0.77 1.05
C3 1.47 -0.56 1.77
C4 0.64 -1.85 1.11
N3 -0.81 -1.84 1.37
H1 -1.48 1.43 0.65
H2 -0.91 -0.14 0.49
H3 -1.90 0.27 -0.59
H4 -0.21 2.23 -0.77
H5 -0.14 0.72 -1.93
H6 2.32 1.33 -0.92
H7 1.56 -0.23 -0.83
H8 1.70 1.63 1.34
H9 2.67 -0.72 1.73
H10 0.95 -0.50 2.72
H11 1.35 -2.85 1.41
H12 0.81 -2.15 0.12
H13 -1.00 -2.79 1.10
H14 -0.81 -1.90 2.39
H15 -2.55 1.03 -4.25
H16 -2.55 2.21 -3.32
O1 -2.44 1.23 -3.30

Atom charges from the natural (NBO) analysis, given in e for atoms 1 to 4:
1 N -0.711
2 C -0.229
3 C -0.266
4 N -0.709

***

A 4-piece molecular cluster, C4H16N8O4 overall, computed with ωB97M-V/def2-TZVPD.

Properties
HOMO-LUMO gap	9.557	eV
LUMO level	0.25	eV
SMILES	NC(N)=O.NC(N)=O.NC(N)=O.NC(N)=O

Positions of all 32 atoms, in Å:
C1 -0.14 0.59 -3.18
O1 -0.94 -0.04 -3.81
N1 -0.04 0.57 -1.90
N2 0.57 1.60 -3.48
H1 -0.58 -0.05 -1.31
H2 0.50 1.20 -1.32
H3 0.64 1.79 -4.47
H4 0.98 2.10 -2.71
C2 5.28 2.52 0.67
O2 4.10 2.67 0.43
N3 6.16 1.99 -0.18
N4 5.73 2.88 1.78
H5 5.95 1.55 -1.06
H6 7.10 2.36 -0.08
H7 5.16 3.53 2.29
H8 6.74 2.89 1.80
C3 0.06 -2.67 4.32
O3 -0.60 -3.36 3.69
N5 0.10 -2.46 5.64
N6 1.02 -1.97 3.82
H9 0.81 -1.87 6.04
H10 -0.60 -2.92 6.20
H11 1.78 -1.60 4.38
H12 1.17 -2.00 2.83
C4 -6.86 -1.18 -2.39
O4 -7.95 -0.80 -2.00
N7 -5.89 -1.79 -1.80
N8 -6.42 -0.65 -3.43
H13 -6.06 -2.01 -0.83
H14 -5.11 -2.08 -2.37
H15 -5.48 -0.72 -3.78
H16 -7.18 -0.07 -3.77

Atom charges from the natural (NBO) analysis, given in e for atoms 1 to 4:
1 C 0.739
2 O -0.664
3 N -0.827
4 N -0.807

***

A 3-piece molecular cluster, C4H16NO2 overall, computed with ωB97M-V/def2-TZVPD.

Properties
HOMO-LUMO gap	12.250	eV
LUMO level	-2.85	eV
total charge	+1

Positions of all 23 atoms, in Å:
C1 0.21 1.37 -1.94
C2 -0.78 0.29 -1.32
C3 -2.04 0.92 -0.68
C4 -3.05 -0.15 -0.38
N1 -0.15 -0.61 -0.18
H1 -0.31 1.82 -2.73
H2 0.42 2.08 -1.15
H3 1.12 1.06 -2.32
H4 -0.95 -0.44 -2.10
H5 -2.45 1.56 -1.35
H6 -1.85 1.53 0.19
H7 -4.02 0.21 0.00
H8 -2.62 -0.79 0.47
H9 -3.31 -0.77 -1.20
H10 -0.72 -1.45 -0.18
H11 -0.47 -0.28 0.71
H12 0.83 -0.73 -0.35
H13 2.56 -1.40 3.86
H14 1.83 -0.12 4.02
O1 2.18 -0.69 3.41
H15 2.88 -0.41 1.06
H16 3.42 -0.96 -0.36
O2 2.65 -0.71 0.17

Atom charges from the natural (NBO) analysis, given in e for atoms 1 to 4:
1 C -0.616
2 C -0.003
3 C -0.435
4 C -0.605